No. 1
17
Properties=species:S:1:pos:R:3:forces:R:3 method="wB97M-V/def2-TZVPD" multiplicity=2 e_tot_ev=-14966.7190 s_squared=0.7539 lumo_energy_ev="6.485 / 6.444" homo_ev="3.5 / 0.0" charge=-2
O 0.818 -0.221 3.421 -0.0159 -0.4973 0.3725
C 0.602 -0.237 2.132 0.6015 0.9355 0.5518
C 0.619 -1.548 1.423 -0.1133 -0.1511 -0.0287
N 0.901 -1.650 -0.013 0.4133 0.1758 0.2125
C 0.124 -1.110 -1.042 0.3240 -0.1688 0.4397
O 0.394 -1.478 -2.210 -0.0191 0.0747 -0.1436
O -0.768 -0.275 -0.678 -0.1224 -0.2686 -0.2960
H 0.503 0.752 1.679 -0.1976 -0.3269 -0.7775
H 1.380 -2.146 1.974 -0.2514 0.0604 -0.3497
H -0.339 -2.076 1.572 -0.3085 -0.2223 0.2655
H 1.608 -2.326 -0.271 -0.4159 0.3261 -0.2155
H 0.060 1.900 -2.316 0.6076 -0.2225 0.1062
H -0.969 0.855 -1.701 0.5826 0.2164 -0.0239
O -0.872 1.740 -2.230 -1.2323 0.0771 -0.2191
H -1.283 3.014 -0.971 0.4766 0.1013 -0.0770
H -1.411 2.760 0.454 0.0225 -0.7352 1.0173
O -1.170 3.479 -0.111 -0.3518 0.6255 -0.8345


No. 2
9
Properties=species:S:1:pos:R:3:forces:R:3 method="wB97M-V/def2-TZVPD" multiplicity=1 e_tot_ev=-22253.6024 lumo_energy_ev=0.510 relative_energy_ev=0.739 homo_ev=-11.3
C -1.734 1.233 0.030 -2.7941 -0.2785 3.0586
N -2.670 1.378 0.797 6.2013 -1.1947 -1.2255
O -0.718 0.916 -0.404 0.8836 0.3262 -1.5930
O 1.171 -1.485 -1.112 -1.9686 4.1238 -0.8556
O 1.199 -0.504 1.195 -0.1981 -0.2428 0.2469
F 3.257 -0.604 -0.204 -1.9383 0.4232 0.0181
S 1.532 -0.242 -0.161 2.9613 -1.0395 -0.5066
H -3.559 1.607 0.805 -4.9369 1.4167 -0.3360
H 1.523 -2.300 -0.947 1.7898 -3.5344 1.1931


No. 3
14
Properties=species:S:1:pos:R:3:forces:R:3 method="wB97M-V/def2-TZVPD" multiplicity=1 e_tot_ev=-21115.4285 lumo_energy_ev=-0.182 relative_energy_ev=4.421 homo_ev=-8.9 smiles="CO/N=C(/N)C(=O)S"
C 2.584 -0.069 0.017 -0.6028 -1.9372 3.5327
C -0.871 0.582 -0.020 2.4034 3.2270 -0.3318
C -1.590 -0.685 -0.041 2.6802 -2.2048 -0.4922
H 3.185 -1.020 0.062 -1.0837 0.5389 -1.1444
H 2.582 0.071 1.177 0.1560 0.9344 -2.0804
H 3.052 0.668 -0.603 -0.0140 0.5664 -0.0683
H -1.464 2.591 -0.124 0.4434 -1.1985 0.8088
H -2.674 1.673 -0.408 -0.3143 -1.4843 -0.0526
H -1.402 -3.082 0.373 0.3406 1.0515 -0.5465
N 0.483 0.826 -0.086 -5.3688 0.3862 0.2255
N -1.829 1.648 0.137 2.3329 1.7798 -0.4647
O 1.172 -0.305 -0.313 2.2533 -0.4303 -0.2995
O -2.758 -0.773 -0.143 -2.1870 -0.0457 0.1310
S -0.470 -2.123 -0.029 -1.0392 -1.1835 0.7824


No. 4
167
Properties=species:S:1:pos:R:3:forces:R:3 method="wB97M-V/def2-TZVPD" multiplicity=1 e_tot_ev=-130116.9301 lumo_energy_ev=-2.344 homo_ev=-9.9 charge=+1
C 8.320 -5.729 -2.948 0.4504 0.8135 -0.6579
C 7.544 -5.414 -4.246 -0.7577 0.1511 0.6656
C 6.466 -6.465 -4.642 0.4419 0.3335 -0.0315
C 5.715 -7.098 -3.455 -0.6147 0.7869 0.0606
C 4.976 -6.011 -2.577 0.7407 -1.0227 -0.5485
C 3.454 -6.256 -2.426 -0.0989 1.2976 0.5596
C 2.619 -4.955 -2.763 0.4599 -1.1145 0.4959
C 1.539 -4.616 -1.701 -0.1937 -0.2798 -1.1867
C 1.505 -3.129 -1.220 -1.3024 -1.7062 0.9836
C 2.747 -2.749 -0.332 0.8828 0.9186 -0.3643
Cl 3.744 -4.179 0.196 -0.6796 0.2388 0.0625
C 3.768 -1.668 -0.826 1.2538 -0.4682 0.7342
C 5.140 -2.220 -1.328 -0.3941 1.3889 -0.7362
C 0.323 -3.176 -0.192 0.9336 -0.9404 0.4958
N -0.069 -1.853 0.329 0.7481 -0.2137 -0.9199
C 0.314 -0.744 -0.372 -0.0886 0.0385 0.7377
N 0.091 0.426 0.190 0.2335 0.7366 0.2102
C 0.404 1.714 -0.444 0.2478 0.5289 0.8809
C 1.929 2.064 -0.476 -0.4784 -0.4458 -1.0416
C 2.284 2.725 -1.839 0.6389 0.1233 0.3577
C 3.446 2.068 -2.583 -0.1025 0.7649 -0.5958
O 4.678 2.189 -1.858 -0.2124 -0.5481 0.4843
C 5.702 1.556 -2.489 1.4654 0.1556 1.4833
C 6.974 1.272 -1.685 -0.5002 0.0957 -0.0182
O 5.656 1.230 -3.621 -0.7513 -0.5610 -2.0523
N 0.884 -0.794 -1.582 -0.1696 -0.8602 -0.0392
C 0.987 -2.115 -2.266 0.3871 0.6108 0.1993
C -0.509 -2.317 -2.727 -0.1171 0.4620 -1.4850
O -0.781 -3.486 -3.446 -0.1586 -0.2518 0.5860
C -2.158 -3.851 -3.278 0.3963 0.3836 -0.0546
P 1.893 -1.896 -3.880 0.3192 0.0910 -2.8821
O 1.589 -2.890 -4.890 -0.6941 -0.8941 -0.0401
O 3.485 -1.781 -3.786 -0.2369 0.7746 1.2985
O 1.366 -0.469 -4.505 0.5189 -0.3577 1.7762
H 8.906 -4.827 -2.703 -0.0318 -0.3547 -0.0052
H 9.043 -6.539 -3.103 -0.3420 -0.0469 0.3027
H 7.661 -5.889 -2.088 0.1590 -0.2958 -0.2618
H 7.011 -4.462 -4.064 0.2249 -0.2123 -0.0980
H 8.226 -5.202 -5.081 -0.1144 -0.2394 0.1968
H 5.719 -5.938 -5.261 0.1859 -0.2549 0.0526
H 6.932 -7.219 -5.292 -0.2120 -0.0407 0.2964
H 4.918 -7.725 -3.876 0.4558 -0.2474 0.1729
H 6.366 -7.681 -2.794 -0.0901 -0.1334 -0.4273
H 5.224 -5.043 -3.035 -0.4539 -0.0865 0.1680
H 5.466 -6.009 -1.592 -0.3200 0.1620 -0.1753
H 3.094 -7.100 -3.027 0.2064 0.1847 0.1206
H 3.260 -6.470 -1.366 0.0028 -0.3126 -0.3244
H 2.154 -5.138 -3.736 0.0780 0.5695 0.1501
H 3.352 -4.145 -2.838 -0.3187 -0.0283 -0.1388
H 1.594 -5.301 -0.844 0.3352 0.5055 0.0021
H 0.575 -4.896 -2.151 0.1447 0.5664 0.1377
H 2.387 -2.388 0.639 -0.1203 -0.0701 -0.3703
H 4.059 -1.075 0.059 -0.4167 -0.0806 -0.1879
H 3.397 -0.936 -1.548 -0.2008 -0.4416 0.0175
H 5.837 -2.405 -0.508 -0.2984 -0.4006 -0.1579
H 5.577 -1.390 -1.910 0.0194 -0.2842 0.0839
H 5.035 -3.047 -2.030 0.1410 -0.0688 0.3805
H -0.507 -3.783 -0.573 -0.0621 0.6162 0.0254
H 0.721 -3.761 0.651 -0.3922 0.2003 -0.0681
H 0.175 -1.770 1.310 -0.5684 0.1682 0.0121
H -0.329 0.437 1.110 0.0210 -0.0650 -0.1831
H -0.080 1.735 -1.429 0.2871 -0.0444 0.1271
H -0.082 2.485 0.167 -0.1453 -0.2356 -0.3404
H 2.522 1.138 -0.369 -0.1132 0.2660 0.0765
H 2.200 2.714 0.361 -0.1387 -0.1926 -0.1679
H 2.528 3.784 -1.684 -0.0094 -0.2777 -0.0947
H 1.434 2.731 -2.542 0.1135 -0.1103 0.2997
H 3.565 2.594 -3.542 -0.0441 -0.3359 0.1306
H 3.291 0.998 -2.819 -0.0291 0.2416 0.1324
H 7.548 2.197 -1.557 -0.2335 -0.1955 0.3315
H 6.745 0.765 -0.741 0.1069 0.4715 -0.0023
H 7.580 0.593 -2.292 -0.2140 0.1945 0.0503
H 1.542 -0.074 -1.835 -0.3099 0.3054 0.2334
H -1.245 -2.181 -1.919 0.5995 -0.0811 0.2355
H -0.683 -1.461 -3.417 0.0002 -0.1511 0.3660
H -2.301 -4.192 -2.239 -0.2586 -0.0472 -0.3402
H -2.389 -4.629 -4.009 0.0997 0.0709 0.2765
H -2.787 -2.968 -3.481 -0.0355 -0.3288 0.0790
H 3.922 -2.176 -4.558 -0.3552 0.0076 0.0553
H 1.558 0.275 -3.911 -0.0568 0.1374 -0.5035
O -0.855 5.293 -0.802 0.8927 -3.1309 -2.8183
P -0.865 6.147 -2.063 -1.1771 6.9251 4.5242
N 0.412 7.206 -1.501 0.7574 -0.1155 -0.1194
C 0.584 8.600 -1.880 -0.1105 0.1925 -0.4707
C 1.717 6.565 -1.395 -0.0437 -0.5140 0.2743
N -2.400 6.871 -1.752 -0.2218 -0.3261 0.0882
C -2.631 8.306 -1.693 -0.0686 0.1972 -0.8141
C -3.227 6.243 -0.718 0.0281 -0.3485 0.0197
N -0.795 6.919 -3.652 -0.7108 -3.5430 -1.3216
C -1.992 6.628 -4.496 -0.4919 0.2938 -0.1147
C 0.338 6.448 -4.491 0.6726 0.4221 0.1943
H 0.892 8.741 -2.925 0.0127 0.0320 -0.0173
H 1.352 9.065 -1.260 0.0470 -0.2419 0.1067
H -0.313 9.186 -1.717 -0.0755 -0.1310 -0.0869
H 2.142 6.303 -2.375 0.2092 0.0761 0.0357
H 1.649 5.641 -0.817 -0.1370 0.0513 0.0309
H 2.440 7.205 -0.889 -0.1269 0.1145 0.0163
H -2.209 8.753 -0.787 0.0253 0.0199 0.0158
H -3.704 8.511 -1.699 -0.0144 -0.1486 0.1169
H -2.247 8.819 -2.576 0.2250 -0.0355 0.1010
H -2.867 6.485 0.287 -0.0260 -0.0809 0.0616
H -3.254 5.163 -0.833 0.1225 0.0397 0.1021
H -4.264 6.575 -0.799 0.0897 0.1963 -0.1369
H -2.131 5.553 -4.643 -0.0022 0.0314 -0.1615
H -1.882 7.102 -5.474 0.2990 -0.0626 0.0432
H -2.909 7.030 -4.079 0.1441 -0.0513 0.2865
H 0.366 5.357 -4.566 0.0096 0.0132 -0.1675
H 1.298 6.797 -4.115 -0.0845 -0.0373 0.2212
H 0.262 6.857 -5.498 -0.2091 -0.0074 0.0550
O -0.548 -5.267 2.552 -3.6122 1.4398 -0.6471
P -1.080 -5.321 3.971 6.6798 -2.2903 2.9543
N -0.003 -4.124 4.642 -0.2632 0.7500 -0.1862
C 0.441 -4.065 6.026 -0.2996 -0.1466 0.4743
C -0.236 -2.774 4.139 0.0300 -0.0017 -0.4403
N -0.481 -6.908 4.300 0.1370 -0.1577 -0.2648
C 0.334 -7.248 5.456 -0.5673 -0.0842 0.5620
C 0.021 -7.674 3.157 -0.1722 0.0922 -0.2831
N -2.052 -5.380 5.439 -2.6118 -0.0669 -2.3578
C -2.949 -6.572 5.500 0.0248 -0.5171 0.2417
C -2.989 -4.233 5.575 0.3700 0.6246 0.3102
H -0.351 -3.790 6.735 -0.0085 -0.0042 0.0126
H 1.234 -3.322 6.136 -0.0400 0.0653 -0.2577
H 0.875 -5.001 6.360 -0.1509 -0.0514 -0.0898
H -1.188 -2.344 4.478 0.0561 0.1575 0.0364
H -0.258 -2.774 3.046 -0.0585 -0.1815 0.0088
H 0.557 -2.091 4.450 0.0758 -0.1453 0.0883
H 1.353 -6.854 5.373 0.0361 0.0082 0.0203
H 0.403 -8.334 5.557 0.0239 -0.0009 -0.1755
H -0.120 -6.912 6.389 0.0570 0.2246 -0.0735
H 1.011 -7.326 2.841 0.0156 -0.0274 -0.0967
H -0.660 -7.617 2.311 0.0980 0.1401 -0.0001
H 0.095 -8.733 3.413 0.0109 0.0788 0.2692
H -3.623 -6.613 4.641 -0.1170 -0.0024 0.1005
H -3.547 -6.540 6.413 0.0120 0.3215 -0.0461
H -2.403 -7.508 5.542 0.2268 0.1615 -0.1608
H -3.605 -4.101 4.683 -0.1313 0.0057 0.0912
H -2.464 -3.300 5.780 0.1764 -0.0709 -0.1483
H -3.649 -4.380 6.429 0.0483 -0.1982 -0.0466
O -6.328 4.949 1.111 -3.6295 1.1395 -0.6987
P -6.905 4.888 2.507 6.6006 -1.8223 3.0910
N -5.864 6.084 3.221 -0.2771 0.6540 -0.0807
C -5.472 6.138 4.619 -0.3454 -0.1717 0.4327
C -6.086 7.440 2.713 -0.0188 -0.0104 -0.6007
N -6.304 3.296 2.852 0.1708 -0.3095 -0.1737
C -5.530 2.957 4.034 -0.5833 -0.0824 0.4818
C -5.757 2.542 1.726 -0.1832 0.1136 -0.2513
N -7.932 4.810 3.938 -2.4997 -0.2082 -2.4020
C -8.821 3.612 3.957 0.0204 -0.4806 0.2364
C -8.881 5.950 4.045 0.3410 0.6371 0.3222
H -6.292 6.405 5.300 -0.0007 0.0008 0.0231
H -4.688 6.885 4.761 -0.0392 0.0760 -0.2606
H -5.046 5.202 4.965 -0.1470 -0.0463 -0.0756
H -7.052 7.861 3.020 0.0697 0.1224 0.0893
H -6.065 7.450 1.622 -0.0026 -0.1171 0.0199
H -5.310 8.125 3.056 0.0855 -0.1532 0.0773
H -4.511 3.360 3.989 0.0416 0.0185 0.0416
H -5.457 1.870 4.133 0.0273 -0.0077 -0.1642
H -6.020 3.286 4.951 0.0669 0.2348 -0.0704
H -4.759 2.899 1.447 0.0266 -0.0120 -0.1173
H -6.408 2.599 0.857 0.1132 0.1613 -0.0077
H -5.685 1.480 1.979 -0.0066 0.0670 0.2703
H -9.463 3.572 3.072 -0.1240 -0.0091 0.0970
H -9.454 3.632 4.846 0.0035 0.3178 -0.0478
H -8.271 2.679 4.012 0.2300 0.1613 -0.1536
H -9.463 6.083 3.130 -0.1238 0.0118 0.0843
H -8.371 6.884 4.274 0.1872 -0.0685 -0.1608
H -9.572 5.792 4.871 0.0524 -0.2040 -0.0459